No. 1
Computed, not measured: a cluster of 4 separate species, C3H14NO3S in total, with ωB97M-V/def2-TZVPD.

Results
Lowest unoccupied orbital energy ... 0.129 Eh
HOMO-LUMO gap ... 6.91 eV
ΔE to the lowest compared entry with this formula, charge and spin ... 110.5 kJ/mol
Highest occupied orbital energy ... -3.39 eV
M ... 144.22 g mol⁻¹
Charge ... -1
E_tot ... -21807.190 eV

Each atom is followed by the atoms it is bonded to, with distances in Å.
Geometry (Å):
1 C 2.68159 -0.28016 -0.09818  N2 1.481, H6 1.095, H7 1.079, H8 1.114
2 N 1.69691 0.53596 -0.84549  C1 1.481, C3 1.456, H9 1.011
3 C 1.26857 -0.01016 -2.12587  N2 1.456, C4 1.524, H10 1.098, H11 1.134
4 C -0.24270 0.09438 -2.29015  C3 1.524, S5 1.849, H12 1.105, H13 1.107
5 S -1.12523 -1.09857 -1.18632  C4 1.849
6 H 2.92517 0.33169 0.77634  C1 1.095
7 H 3.51801 -0.51044 -0.73906  C1 1.079
8 H 2.34088 -1.29214 0.22088  C1 1.114
9 H 0.93974 0.71794 -0.20146  N2 1.011
10 H 1.79928 0.52270 -2.92656  C3 1.098
11 H 1.49957 -1.09478 -2.36424  C3 1.134
12 H -0.39917 -0.23024 -3.33517  C4 1.105
13 H -0.58094 1.11089 -2.00972  C4 1.107
14 H -0.89149 -0.48269 1.32958  O16 0.968
15 H -2.33758 -0.09852 1.68620  O16 0.979
16 O -1.42286 -0.08778 2.03532  H14 0.968, H15 0.979
17 H 0.40956 1.09407 3.04298  O19 0.975
18 H -0.76566 0.44883 3.62911  O19 0.986
19 O 0.03098 0.94665 3.92897  H17 0.975, H18 0.986
20 H -3.29958 -0.49785 -0.09487  O22 0.976
21 H -4.28507 0.34437 0.80224  O22 0.965
22 O -3.75998 -0.46418 0.76549  H20 0.976, H21 0.965

=====

No. 2
Computed, not measured: a cluster of 4 separate species, C3H14NO4 in total, with ωB97M-V/def2-TZVPD.

Results
Lowest unoccupied orbital energy ... 0.137 Eh
HOMO-LUMO gap ... 8.73 eV
ΔE to the lowest compared entry with this formula, charge and spin ... 102.6 kJ/mol
Highest occupied orbital energy ... -5.00 eV
M ... 128.15 g mol⁻¹
Charge ... -1
E_tot ... -13018.854 eV

Each atom is followed by the atoms it is bonded to, with distances in Å.
Geometry (Å):
1 C -0.78189 1.56441 0.89926  O2 1.464, C3 1.530, H6 1.094, H7 1.094
2 O -1.48197 0.96011 -0.23610  C1 1.464, H15 1.030
3 C -0.63034 0.66970 2.13090  C1 1.530, C4 1.521, N5 1.497, H8 1.092
4 C -1.82707 -0.26346 2.23684  C3 1.521, H9 1.103, H10 1.084, H11 1.096
5 N 0.64687 -0.10792 2.06707  C3 1.497, H12 1.002, H13 1.010
6 H -1.45859 2.40669 1.07207  C1 1.094
7 H 0.11727 1.91837 0.38573  C1 1.094
8 H -0.58132 1.35772 2.97769  C3 1.092
9 H -2.56618 0.15745 2.93922  C4 1.103
10 H -2.45753 -0.48621 1.38328  C4 1.084
11 H -1.56212 -1.19563 2.74800  C4 1.096
12 H 0.39757 -1.07726 2.11637  N5 1.002
13 H 1.09913 0.17886 1.21120  N5 1.010
14 H 0.67443 -0.96807 -0.50260  O16 0.961
15 H -0.81306 0.28173 -0.62667  O2 1.030
16 O 0.45024 -0.43070 -1.26731  H14 0.961
17 H 1.42626 0.93115 -2.18109  O19 0.985
18 H 2.71037 0.35978 -2.11629  O19 0.980
19 O 2.28451 1.06658 -2.64537  H17 0.985, H18 0.980
20 H 1.44813 -3.05681 -1.94213  O22 0.968
21 H 0.53141 -1.80512 -2.26015  O22 1.008
22 O 0.62183 -2.80194 -2.37797  H20 0.968, H21 1.008

=====

No. 3
Computed, not measured: a cluster of 4 separate species, C3H14NO4 in total, with ωB97M-V/def2-TZVPD.

Results
Lowest unoccupied orbital energy ... 0.136 Eh
HOMO-LUMO gap ... 9.01 eV
ΔE to the lowest compared entry with this formula, charge and spin ... 82.2 kJ/mol
Highest occupied orbital energy ... -5.30 eV
M ... 128.15 g mol⁻¹
Charge ... -1
E_tot ... -13019.065 eV

Each atom is followed by the atoms it is bonded to, with distances in Å.
Geometry (Å):
1 C -0.64479 -1.73002 -0.68354  O2 1.415, C3 1.569, H6 1.091, H7 1.101
2 O 0.70645 -1.36769 -0.46983  C1 1.415, H20 1.041
3 C -1.59350 -0.53485 -1.04923  C1 1.569, C4 1.552, N5 1.493, H8 1.087
4 C -1.89153 0.35462 0.18754  C3 1.552, H9 1.089, H10 1.082, H11 1.095
5 N -0.83950 0.17087 -2.12757  C3 1.493, H12 1.010, H13 1.012
6 H -0.94241 -2.22487 0.24250  C1 1.091
7 H -0.67238 -2.24882 -1.65388  C1 1.101
8 H -2.50718 -0.90948 -1.50330  C3 1.087
9 H -1.70080 1.39369 -0.07781  C4 1.089
10 H -2.89266 0.20246 0.56814  C4 1.082
11 H -1.22246 0.04283 0.99646  C4 1.095
12 H -1.37880 0.98218 -2.39510  N5 1.010
13 H 0.07366 0.38716 -1.74823  N5 1.012
14 H 2.83585 -0.19025 0.78077  O16 1.035
15 H 3.00734 -1.71511 1.50633  O16 0.956
16 O 3.40202 -0.86329 1.32639  H14 1.035, H15 0.956
17 H 1.02322 1.90917 1.49220  O19 0.997
18 H -0.06148 2.06593 2.61551  O19 0.949
19 O 0.50359 2.56230 2.03715  H17 0.997, H18 0.949
20 H 0.98687 -0.47619 -0.01188  O2 1.041
21 H 1.97479 1.37279 -0.41266  O22 0.979
22 O 1.83372 0.81655 0.38004  H21 0.979

=====

No. 4
Computed, not measured: a cluster of 5 separate species, C3H14NO4 in total, with ωB97M-V/def2-TZVPD.

Results
Lowest unoccupied orbital energy ... -0.159 Eh
HOMO-LUMO gap ... 8.95 eV
ΔE to the lowest compared entry with this formula, charge and spin ... 243.5 kJ/mol
Highest occupied orbital energy ... -13.28 eV
M ... 128.15 g mol⁻¹
Charge ... +1
E_tot ... -13010.105 eV

Each atom is followed by the atoms it is bonded to, with distances in Å.
Geometry (Å):
1 C 2.09183 0.52328 -1.73894  C2 1.321, N4 1.425, H5 1.073
2 C 3.22261 1.05469 -1.30858  C1 1.321, H6 1.084, H7 1.080
3 C -0.28161 0.58737 -1.42192  N4 1.258, H8 1.087, H9 1.083
4 N 0.89372 0.72564 -0.99428  C1 1.425, C3 1.258, H10 1.012
5 H 2.07088 0.04741 -2.70094  C1 1.073
6 H 3.31178 1.89531 -0.62967  C2 1.084
7 H 4.15454 0.78494 -1.78309  C2 1.080
8 H -1.18186 0.73833 -0.83264  C3 1.087
9 H -0.53142 0.38131 -2.45558  C3 1.083
10 H 1.17458 0.99613 -0.06057  N4 1.012
11 H -2.07346 -2.71076 1.03268  O13 0.962
12 H -0.77441 -3.44530 0.63926  O13 0.961
13 O -1.26682 -2.62890 0.51516  H11 0.962, H12 0.961
14 H -2.47894 2.45549 -3.09556  O16 0.964
15 H -1.91739 1.91803 -4.39832  O16 0.965
16 O -1.66588 2.11910 -3.48820  H14 0.964, H15 0.965
17 H -2.33543 0.48195 7.16467  O19 0.957
18 H -3.41532 -0.67834 6.76380  O19 0.966
19 O -2.70958 -0.08021 6.48639  H17 0.957, H18 0.966
20 H 0.64934 -1.59505 1.14782  O22 0.964
21 H 2.01643 -2.17953 0.47587  O22 0.961
22 O 1.34990 -1.48730 0.49475  H20 0.964, H21 0.961

=====

No. 5
Computed, not measured: a cluster of 4 separate species, C3H14O3S in total, with ωB97M-V/def2-TZVPD.

Results
Lowest unoccupied orbital energy ... 0.022 Eh
HOMO-LUMO gap ... 9.40 eV
ΔE to the lowest compared entry with this formula, charge and spin ... 66.4 kJ/mol
Highest occupied orbital energy ... -8.80 eV
SMILES ... CCSC.O.O.O
M ... 130.21 g mol⁻¹
E_tot ... -20315.547 eV

Each atom is followed by the atoms it is bonded to, with distances in Å.
Geometry (Å):
1 C -1.83769 -1.66836 1.36945  C2 1.527, H5 1.089, H6 1.080, H7 1.069
2 C -1.04456 -1.36064 0.10189  C1 1.527, S3 1.835, H8 1.078, H9 1.091
3 S 0.02575 0.10642 0.36281  C2 1.835, C4 1.809
4 C 1.50018 -0.37268 -0.57004  S3 1.809, H10 1.088, H11 1.081, H12 1.094
5 H -2.63748 -0.95905 1.57646  C1 1.089
6 H -2.36958 -2.59774 1.23109  C1 1.080
7 H -1.17936 -1.78031 2.20428  C1 1.069
8 H -0.37432 -2.17150 -0.13325  C2 1.078
9 H -1.73375 -1.18124 -0.72506  C2 1.091
10 H 2.21081 -1.03849 -0.08408  C4 1.088
11 H 1.98282 0.56770 -0.79727  C4 1.081
12 H 1.15314 -0.75988 -1.53212  C4 1.094
13 H 5.28907 0.25548 0.02632  O15 0.972
14 H 4.29636 1.06557 0.83856  O15 0.964
15 O 4.58981 0.15841 0.69493  H13 0.972, H14 0.964
16 H -0.18588 3.97117 -0.26670  O18 0.963
17 H 0.17668 2.65594 0.37781  O18 0.969
18 O 0.57092 3.39801 -0.10376  H16 0.963, H17 0.969
19 H -3.02541 1.20129 -1.62298  O21 0.964
20 H -3.61211 -0.12648 -1.19582  O21 0.962
21 O -3.79540 0.63638 -1.75250  H19 0.964, H20 0.962

=====

No. 6
Computed, not measured: a cluster of 4 separate species, C3H14O4 in total, with ωB97M-V/def2-TZVPD.

Results
Lowest unoccupied orbital energy ... 0.017 Eh
HOMO-LUMO gap ... 10.43 eV
ΔE to the lowest compared entry with this formula, charge and spin ... 55.0 kJ/mol
Highest occupied orbital energy ... -9.96 eV
SMILES ... CC(C)O.O.O.O
M ... 114.14 g mol⁻¹
E_tot ... -11528.039 eV

Each atom is followed by the atoms it is bonded to, with distances in Å.
Geometry (Å):
1 C -0.78304 -0.29525 1.06102  C2 1.518, H5 1.092, H6 1.088, H7 1.091
2 C 0.14832 -1.49413 1.04663  C1 1.518, C3 1.526, O4 1.437, H8 1.096
3 C 1.62414 -1.11880 1.15127  C2 1.526, H9 1.092, H10 1.085, H11 1.093
4 O -0.01749 -2.23353 -0.17413  C2 1.437, H12 0.965
5 H -1.83930 -0.56280 0.98759  C1 1.092
6 H -0.51445 0.37210 0.24482  C1 1.088
7 H -0.65073 0.27109 1.98444  C1 1.091
8 H -0.12027 -2.15846 1.87648  C2 1.096
9 H 1.94700 -1.06655 2.19362  C3 1.092
10 H 1.89023 -0.21255 0.61778  C3 1.085
11 H 2.15979 -1.96469 0.71326  C3 1.093
12 H -0.87441 -1.96510 -0.52614  O4 0.965
13 H -1.42384 3.39424 0.11609  O15 0.960
14 H -0.45282 3.84776 1.22962  O15 0.966
15 O -0.52197 3.30454 0.43408  H13 0.960, H14 0.966
16 H -1.63130 -0.29539 -3.16173  O18 0.968
17 H -0.70625 -1.38251 -2.56937  O18 0.964
18 O -1.62323 -1.08786 -2.60595  H16 0.968, H17 0.964
19 H 0.79155 2.17767 -1.22966  O21 0.967
20 H 1.72468 1.04902 -1.56393  O21 0.965
21 O 0.87341 1.42119 -1.82576  H19 0.967, H20 0.965

=====

> Among the records above, which one has the highest ΔE to the lowest compared entry with this formula, charge and spin?

number 4

=====

> Which formula does entry 4 have?

C3H14NO4

=====

> Among the records above, which one has the lowest M?

C3H14O4

=====

> What is the highest occupied orbital energy in the first record?

-3.39 eV